1.
C6H10N2 as an isolated structure. Source: OMol25; level of theory: ωB97M-V/def2-TZVPD.

```
18
Properties=species:S:1:pos:R:3:forces:R:3:mulliken_charge:R:1
C -1.0444 -0.1498 -0.2357 2.32 0.30 1.51 0.226
C 0.9332 0.6154 -1.5099 -0.48 -0.95 2.34 -0.909
C -1.8610 -0.1083 1.0324 -0.10 -0.10 -0.05 -1.528
N -0.3583 -1.4107 -0.4858 -0.21 -0.50 -0.67 -0.283
C 0.9588 -1.0275 -0.4912 1.89 -1.86 -1.92 0.557
C 0.4059 0.6295 -0.1286 -3.83 3.43 -0.92 0.682
C 0.7526 1.4733 0.8981 0.09 -0.26 -0.44 -0.970
N 1.9659 -1.7749 -0.2683 -0.60 1.23 0.33 -0.790
H -0.6242 -2.2717 -0.0248 0.15 0.07 -0.14 0.285
H -1.6223 0.1814 -1.0984 0.07 0.16 0.03 0.244
H 2.8310 -1.2372 -0.3114 -0.08 -0.24 -0.18 0.249
H 0.2857 0.4247 -2.3593 -0.13 -0.13 0.25 0.240
H 1.7608 1.2924 -1.7015 0.64 -0.79 0.09 0.360
H -2.2557 0.8954 1.2054 0.04 -0.08 -0.08 0.339
H -1.2700 -0.3880 1.9061 0.03 -0.04 -0.08 0.379
H -2.7034 -0.8044 0.9405 0.05 0.10 0.09 0.403
H 0.6736 1.2096 1.9441 -0.59 0.02 -0.06 0.265
H 1.1718 2.4510 0.6884 0.74 -0.35 -0.10 0.252
```
Forces are in eV/Å.

Results
* energy: -343.95806 a.u.
* E_HOMO (alpha / beta): -0.273 / -0.273 Eh
* frontier orbital gap (alpha / beta): 7.326 / 7.325 eV

***

2.
C41H42FN6O5Rb as an isolated structure. Source: OMol25; level of theory: ωB97M-V/def2-TZVPD.

```
96
Properties=species:S:1:pos:R:3:forces:R:3:mulliken_charge:R:1
Rb 13.8523 11.9903 10.0281 -0.10 -0.35 -0.03 0.906
C 17.6276 12.9588 14.0577 -0.70 1.37 0.94 -0.453
O 16.6537 14.1020 13.8672 0.15 -1.06 -0.53 -0.445
C 15.9407 13.7927 12.7270 1.23 -2.29 0.61 0.014
N 16.1952 12.6405 12.1850 -0.66 1.75 0.18 -0.066
C 17.2853 11.9653 12.9233 -0.41 0.69 0.27 0.046
C 17.0006 10.5102 13.2629 -0.04 1.01 -0.09 0.235
C 15.7243 9.9925 13.3872 -0.45 -1.01 -0.16 -0.041
C 15.5343 8.5914 13.4714 -0.52 0.36 0.22 -0.502
C 16.6577 7.7571 13.4904 -0.15 1.09 0.16 -0.567
C 17.9374 8.3307 13.4805 -0.62 -0.42 0.53 -0.530
C 18.1150 9.6942 13.3606 0.86 -0.19 -0.21 -0.621
C 14.9240 14.8184 12.3480 -0.35 0.50 0.87 0.282
C 14.6087 15.8202 13.3021 -1.16 -0.01 -1.51 -0.705
C 13.6047 16.7574 12.9332 0.86 -0.31 0.47 -0.449
C 13.1789 16.8148 11.6164 -0.06 -0.73 -0.50 -0.612
C 13.5509 15.7367 10.7682 0.15 0.91 0.31 0.446
N 14.3162 14.7180 11.1633 0.52 0.70 -0.18 -0.015
C 13.0168 15.7105 9.3744 -1.68 -2.18 -0.94 -0.221
N 12.9231 14.6233 8.6437 -0.01 2.28 1.05 0.061
C 11.9696 14.9240 7.5505 -0.28 0.19 -0.23 -0.032
C 11.5709 16.4184 7.7924 -0.06 -0.58 -0.05 -0.471
O 12.2819 16.8128 9.0091 0.22 -0.98 -0.37 -0.438
C 10.8080 13.9136 7.4346 1.11 -0.73 0.10 -0.081
C 10.2989 13.6327 6.1682 -0.30 0.22 -1.04 -0.303
C 9.3810 12.5883 5.9628 0.66 1.12 0.23 -0.781
C 8.9791 11.8276 7.0327 -0.58 0.25 1.03 -0.197
C 9.3697 12.1753 8.3347 1.14 -0.05 -0.17 -0.823
C 10.4008 13.1150 8.5220 -1.42 0.79 -0.91 -0.193
H 18.5941 13.4703 13.9568 -0.12 -0.51 -0.12 0.253
H 17.5399 12.6112 15.1211 -0.21 0.12 -1.10 0.311
H 18.1607 11.9253 12.2871 0.08 0.09 -0.45 0.482
H 14.8340 10.6217 13.3612 0.28 -0.05 -0.10 0.441
H 14.4742 8.2319 13.5490 1.23 0.20 -0.29 0.293
H 16.5875 6.6878 13.5683 -0.24 -0.25 0.03 0.439
H 18.7484 7.6658 13.7024 0.58 -0.11 -0.35 0.370
H 19.1410 10.1304 13.2852 -0.95 -0.42 0.13 0.317
H 15.0853 15.8142 14.2657 -0.04 0.02 0.14 0.505
H 13.1718 17.4526 13.6616 0.51 -0.17 -0.25 0.403
H 12.5260 17.6209 11.2460 0.37 -0.65 0.26 0.438
H 12.4761 14.8962 6.5650 0.01 -0.19 0.59 0.459
H 11.9901 16.9618 6.9460 -0.35 0.54 0.29 0.308
H 10.4728 16.5655 7.9143 0.93 0.08 0.02 0.341
H 10.5848 14.2266 5.2588 -0.08 -0.47 1.11 0.295
H 8.9312 12.4829 4.9913 0.12 -0.37 -0.26 0.423
H 8.2711 11.0274 6.8929 -0.17 -0.11 -0.02 0.546
H 8.9350 11.6818 9.2023 0.26 -0.11 -0.22 0.332
H 10.7334 13.3962 9.5022 0.20 -0.26 0.43 0.528
C 7.1866 7.2248 12.4900 0.71 0.36 -0.56 -1.747
C 7.2523 7.1839 10.9227 -1.31 0.14 0.19 0.599
C 6.7309 5.8643 10.2794 0.03 0.00 0.34 -0.955
C 6.6928 6.0167 8.7372 -1.78 -1.15 -0.33 -0.809
C 7.7958 6.8339 8.1496 0.32 0.34 -0.10 1.152
C 7.9970 6.8619 6.7801 -0.01 0.23 0.54 -0.605
C 9.0020 7.6322 6.2495 0.92 0.67 -0.89 0.128
F 9.1602 7.4901 4.8865 0.04 0.59 0.69 -0.394
C 9.8239 8.4476 6.9982 0.56 -0.55 -0.61 -1.195
C 9.7302 8.3234 8.3822 -1.34 -0.03 -0.11 0.298
C 10.7486 8.9242 9.1984 3.38 0.03 -0.82 1.558
O 11.8547 9.2532 8.6421 -2.40 0.01 1.42 -0.772
C 10.5529 8.8844 10.6327 -0.07 0.82 -0.78 -0.150
C 9.4580 8.2607 11.1301 0.10 -0.38 0.19 -0.022
N 8.5532 7.5600 10.3250 0.23 0.55 2.51 0.112
C 8.6854 7.5901 8.9701 -0.33 -0.50 -1.14 -0.625
C 11.6597 9.5442 11.4286 1.37 0.28 2.55 -0.314
O 11.7969 10.8250 11.3994 -0.52 -2.04 -0.43 -0.833
O 12.3444 8.7277 12.1352 -1.03 1.40 -1.28 -0.725
H 6.1625 6.9894 12.8578 0.80 0.02 -0.42 0.374
H 7.4730 8.2425 12.8454 -0.60 -0.66 -0.24 0.474
H 7.9491 6.5660 12.9253 -0.43 -0.19 0.02 0.396
H 6.5316 7.9924 10.6381 0.35 -0.54 -0.18 0.142
H 5.7003 5.6812 10.6408 0.45 0.21 -0.14 0.370
H 7.2968 4.9579 10.6181 -0.03 0.94 -0.36 0.327
H 5.6745 6.4545 8.4439 1.36 -0.31 0.40 0.298
H 6.6637 4.9903 8.2411 0.20 1.19 0.66 0.352
H 7.4120 6.3664 6.0226 -0.39 -0.50 0.33 0.498
H 10.6482 9.0911 6.6447 -0.60 -0.64 -0.14 0.642
H 9.2857 8.2049 12.2288 0.30 0.03 -1.27 0.402
N 15.5078 9.8275 8.8267 -0.53 0.25 -1.38 -0.378
C 16.5080 10.3887 7.9000 -0.40 1.05 0.00 -0.601
C 16.0013 10.8080 6.5189 -0.88 2.06 0.49 -0.183
C 17.0865 11.5996 5.7514 -0.07 -0.59 -1.09 -0.817
C 17.6736 12.8805 6.3622 0.72 0.63 -0.13 -0.598
N 16.6439 13.6062 7.0787 -0.89 1.80 1.00 -0.307
H 15.9898 9.2220 9.4733 -0.20 -0.25 0.16 0.221
H 14.8790 9.2635 8.2336 0.17 0.07 0.88 0.128
H 17.2515 9.6482 7.7349 1.26 -0.45 -0.16 0.376
H 16.9321 11.3226 8.3276 0.03 -0.73 0.02 0.212
H 15.1826 11.5939 6.6336 0.47 -1.33 0.11 -0.065
H 15.6066 9.9810 5.9111 0.19 0.20 0.19 0.512
H 16.6661 11.8777 4.7523 0.17 -0.21 0.70 0.326
H 17.8983 10.9104 5.5224 0.29 0.03 -0.07 0.364
H 18.1262 13.4846 5.5090 -0.36 -0.69 0.82 0.285
H 18.5297 12.7008 7.0841 -1.02 -0.07 -0.73 0.342
H 15.7266 13.7567 6.5969 1.54 -0.14 0.41 0.088
H 16.9531 14.4989 7.5637 -0.53 -1.69 -1.15 0.192
```
Forces are in eV/Å.

Results
* energy: -2416.25463 a.u.
* E_HOMO: -0.259 Eh
* frontier orbital gap: 6.665 eV

***

3.
C6H7NO as an isolated structure. Source: OMol25; level of theory: ωB97M-V/def2-TZVPD.

```
15
Properties=species:S:1:pos:R:3:forces:R:3:mulliken_charge:R:1
C -1.0340 -0.3485 -0.9753 -1.25 -2.51 -6.66 0.044
C 0.4668 0.5534 -0.9044 -3.26 6.77 -2.13 -0.156
C 1.0480 -0.6249 -0.6038 2.14 -5.40 3.69 -0.459
C -0.2312 -1.0391 0.0798 -4.43 -1.98 3.77 -0.194
C -0.3201 0.0654 1.3164 3.57 -5.37 0.33 -0.018
C 0.3145 1.1236 0.4981 -0.90 1.59 0.05 -0.457
H 1.1059 1.2649 -1.4944 -1.47 -0.45 -0.37 0.400
H 1.6344 -0.3594 0.3034 1.43 -1.41 -1.06 0.272
H 1.3621 -1.3199 -1.3238 0.96 -0.66 -1.00 0.382
H -0.6432 -2.0302 0.5178 1.27 1.17 -1.24 0.400
H -0.0468 -0.5717 2.3005 -0.67 2.42 -1.79 0.273
H -1.8824 1.0104 0.4187 2.37 1.19 1.96 0.347
H 1.1151 1.8500 0.6282 -0.57 0.18 1.17 0.401
N -1.0260 1.2123 1.1296 -3.47 1.42 -2.22 -0.672
O -1.8631 -0.7863 -1.8908 4.28 3.04 5.48 -0.563
```
Forces are in eV/Å.

Results
* energy: -362.58369 a.u.
* E_HOMO: -0.348 Eh
* frontier orbital gap: 9.578 eV

***

4.
C28H31BN2O5S5V as an isolated structure. Source: OMol25; level of theory: ωB97M-V/def2-TZVPD.

```
73
Properties=species:S:1:pos:R:3:forces:R:3:mulliken_charge:R:1
V 1.0658 -0.5965 0.1735 0.71 0.33 -0.79 0.265
C 4.5480 -3.2948 1.5509 -0.07 0.05 -0.08 0.006
S 5.3357 -3.3779 -0.0847 0.00 -0.09 0.01 -0.170
C 5.3856 -1.6736 -0.4690 0.01 0.02 0.02 0.009
C 4.3643 -0.9361 -0.9748 -0.01 0.31 0.02 0.166
S 2.8210 -1.4569 -1.5260 -0.15 -0.50 -0.08 -0.531
S 4.7452 0.7825 -1.0791 -0.32 0.10 -0.19 0.013
C 6.3696 0.7530 -0.5545 0.00 0.01 0.07 0.072
S 7.3617 2.0831 -0.4848 0.10 0.10 -0.01 -0.362
S 6.8567 -0.8131 -0.0824 0.18 -0.22 0.08 -0.181
H 4.0816 -4.2606 1.7478 0.03 0.03 0.00 0.312
H 3.7785 -2.5221 1.5256 0.20 -0.14 -0.01 -0.464
H 5.2778 -3.0685 2.3271 -0.03 0.00 -0.01 0.351
C -5.0694 0.3277 2.8470 0.03 -0.02 0.00 -1.616
C -3.5656 0.3634 2.6884 0.04 -0.02 -0.02 0.574
C -2.7692 0.8588 3.7126 0.02 -0.02 -0.01 -0.916
C -1.3820 0.8749 3.5339 0.03 0.03 0.02 0.196
C -0.4654 1.3786 4.6269 -0.06 -0.03 -0.07 -1.554
C -0.8332 0.4174 2.3549 0.03 -0.10 0.00 -0.521
C -1.6025 -0.0897 1.2651 -0.10 0.05 -0.16 0.741
C -3.0063 -0.1027 1.5017 0.02 0.02 0.10 -1.141
N -0.8997 -0.4877 0.1671 -1.27 -0.27 -0.29 0.774
C -1.3897 -1.0417 -1.1112 -0.19 -0.11 0.10 1.839
C -0.8490 -2.4864 -1.3002 -0.11 0.07 0.00 -1.143
C -1.1808 -3.0377 -2.6922 0.02 0.05 -0.02 0.343
C -2.6974 -3.0782 -2.8795 -0.02 0.02 0.02 -1.558
C -3.2513 -1.6587 -2.7368 0.08 0.04 0.03 0.263
C -2.6397 -0.7498 -3.8074 0.01 -0.02 0.04 -1.566
C -1.1200 -0.7161 -3.6257 0.01 -0.05 0.04 0.372
C -0.5506 -2.1346 -3.7607 -0.07 0.05 0.09 -1.279
C -0.7928 -0.1624 -2.2342 -0.03 -0.18 -0.01 -0.947
C -2.9142 -1.1189 -1.3365 0.12 0.06 -0.15 -2.749
H -5.3678 0.6671 3.8425 0.02 -0.02 -0.05 0.361
H -5.4578 -0.6858 2.7028 0.01 0.06 0.01 0.319
H -5.5588 0.9724 2.1109 0.00 -0.02 0.02 0.297
H -3.2130 1.2154 4.6394 0.03 -0.02 -0.07 0.168
H -1.0368 1.8056 5.4557 0.03 -0.02 -0.05 0.375
H 0.2146 2.1426 4.2427 -0.02 -0.02 0.01 0.257
H 0.1521 0.5655 5.0179 -0.02 0.03 0.00 0.295
H 0.2479 0.4636 2.2477 -0.03 0.02 -0.02 0.540
H -3.6990 -0.4827 0.7708 0.04 0.04 0.01 0.490
H -1.2652 -3.1240 -0.5137 0.01 0.02 0.00 0.604
H 0.2379 -2.5039 -1.1759 0.01 -0.01 0.07 0.084
H -0.7718 -4.0479 -2.7848 0.03 -0.03 0.02 0.349
H -3.1463 -3.7255 -2.1157 0.01 0.01 -0.06 0.549
H -2.9546 -3.4955 -3.8626 0.01 0.03 0.04 0.557
H -4.3401 -1.6790 -2.8524 -0.04 0.01 0.01 0.244
H -3.0446 0.2639 -3.7046 0.00 -0.03 -0.03 0.526
H -2.9007 -1.1126 -4.8107 0.01 0.00 0.05 0.579
H -0.6724 -0.0671 -4.3833 0.03 0.02 -0.02 0.320
H 0.5358 -2.1091 -3.6301 -0.02 -0.01 -0.01 0.438
H -0.7614 -2.5337 -4.7610 0.01 0.01 0.00 0.576
H -1.1653 0.8566 -2.1137 0.02 0.04 0.01 0.521
H 0.3000 -0.1043 -2.1202 -0.03 0.06 0.01 0.186
H -3.3572 -1.7868 -0.5947 -0.02 0.03 0.00 0.596
H -3.3474 -0.1221 -1.2189 -0.03 -0.03 0.02 0.599
O 0.5720 -2.7042 1.5679 0.34 -0.03 0.10 -0.578
N 1.4788 -2.2050 2.2418 -0.07 0.20 -0.34 1.009
O 1.8413 -2.6229 3.3186 0.10 -0.03 0.16 -0.734
O 2.0679 -1.1409 1.7318 0.12 -0.83 1.35 -0.730
O 2.2033 2.3063 0.9325 -0.14 -0.08 -0.30 -0.399
B 1.4018 1.4160 0.0604 0.17 1.61 0.10 -0.021
O 0.6574 2.3833 -0.7896 0.22 -0.06 0.26 0.175
C 0.9997 3.6381 -0.4208 -0.16 -0.32 -0.15 0.641
C 0.5483 4.8359 -0.9253 0.03 0.24 0.02 -0.951
C 1.0685 6.0189 -0.3699 -0.05 -0.17 -0.06 -0.523
C 2.0029 5.9713 0.6527 0.03 -0.15 0.04 -0.482
C 2.4518 4.7409 1.1630 0.03 0.26 0.03 -1.012
C 1.9357 3.5917 0.6119 0.11 -0.36 0.12 0.552
H -0.1849 4.8568 -1.7230 0.02 0.00 0.01 0.441
H 0.7362 6.9793 -0.7486 0.00 -0.03 0.00 0.349
H 2.3956 6.8950 1.0640 -0.01 -0.03 0.00 0.350
H 3.1831 4.6919 1.9614 -0.03 -0.01 -0.04 0.483
```
Forces are in eV/Å.

Results
* <S²>: 0.79
* spin multiplicity: 2
* energy: -4531.11345 a.u.
* E_HOMO (alpha / beta): -0.015 / 0.001 Eh
* total charge: -2
* frontier orbital gap (alpha / beta): 4.710 / 4.280 eV

***

Result set for largest force on an atom: 5.2; 3.5; 7.8; 1.6 eV/A, one per record in the order listed.